Computed, not measured: a molecular structure, C42H36F12N7O4S2Ti, with ωB97M-V with the def2-TZVPD basis set.

Its energy above the lowest of the compared OMol25 structures with the same formula, charge and spin is 59.6 kcal per mole. Its total charge is -1. For the orbital gap, the calculation gives 6.909 eV. For the total energy, the calculation gives -5150.8338 Eh.

Geometry as XYZ:
```
104
C42H36F12N7O4S2Ti, DFT ωB97M-V with the def2-TZVPD basis set
Ti -0.97284 -1.15297 0.21593
C 3.57296 0.40475 4.87618
C 3.36830 -0.69871 3.83962
N 3.20172 -0.17358 2.50008
C 2.01126 0.34125 2.02900
S 2.15123 1.43124 0.72196
N 0.96032 -0.09615 2.67397
N -0.32060 0.11201 2.24806
C -1.19573 0.16705 3.19294
C -0.88801 0.09683 4.66625
C -2.60779 0.43614 2.83663
C -3.66757 -0.06150 3.59827
C -4.95717 0.31567 3.27228
C -5.16074 1.18662 2.21109
C -4.04956 1.62245 1.50540
N -2.81154 1.25533 1.80663
H 3.63723 -0.01092 5.88486
H 4.48742 0.96605 4.67356
H 2.73347 1.10118 4.83971
H 4.22436 -1.37927 3.83131
H 2.47942 -1.27538 4.07943
H 3.99386 0.29982 2.09592
H 0.18412 0.12610 4.81973
H -1.36264 0.93235 5.18552
H -1.27620 -0.83015 5.09477
H -3.47885 -0.74528 4.41424
H -5.79804 -0.06293 3.84047
H -6.15192 1.52405 1.93941
H -4.13463 2.30382 0.66415
C 0.65243 1.23869 -5.61824
C 0.77620 0.50505 -4.31034
C 1.74965 0.82937 -3.38092
C 1.79991 0.21166 -2.14413
C 0.87473 -0.75972 -1.78298
N 0.78458 -1.30871 -0.47358
C 1.82954 -1.96810 0.18026
C 3.13357 -1.92431 -0.32386
C 4.20734 -2.46355 0.35420
C 4.03513 -3.11052 1.56701
C 5.19798 -3.68334 2.33501
C 2.73579 -3.26143 2.02273
C 1.63095 -2.73619 1.36342
C 0.24818 -3.17897 1.87683
O -0.80685 -2.36565 1.52699
C -0.05425 -4.60917 1.28729
F 0.94719 -5.48242 1.47889
F -1.15761 -5.13708 1.85327
F -0.27573 -4.55270 -0.01489
C 0.16240 -3.35421 3.44524
F 0.60607 -4.55124 3.87714
F -1.11163 -3.25205 3.84791
F 0.85224 -2.43647 4.12138
C -0.08388 -1.13956 -2.74949
C -0.11616 -0.50957 -3.98346
C -0.98555 -2.34277 -2.43897
O -1.41860 -2.39061 -1.13918
C -0.10730 -3.59502 -2.80895
F -0.79111 -4.74210 -2.69193
F 0.97587 -3.68504 -2.03849
F 0.34211 -3.53433 -4.07644
C -2.27664 -2.43887 -3.32086
F -3.15259 -3.28541 -2.77402
F -2.06819 -2.86520 -4.58055
F -2.89003 -1.25232 -3.42102
H 1.55478 1.80928 -5.83672
H 0.46418 0.54917 -6.44285
H -0.18292 1.94231 -5.57974
H 2.46746 1.61104 -3.60505
H 2.52807 0.53837 -1.41486
H 3.29950 -1.44688 -1.27681
H 5.20081 -2.37038 -0.07122
H 6.13089 -3.20323 2.03866
H 5.06616 -3.54219 3.40891
H 5.30101 -4.75654 2.15446
H 2.59069 -3.83819 2.92681
H -0.84568 -0.81243 -4.72293
C 1.12846 7.88846 -3.00500
C 0.74746 6.47512 -2.64730
C -0.51154 5.96896 -2.94664
C -0.86149 4.66827 -2.61144
C 0.05539 3.84800 -1.97184
C 1.32332 4.33395 -1.67208
C 1.65844 5.63391 -2.01173
S -0.98149 2.28356 -0.14820
O -0.27975 2.54608 -1.68227
O -2.22300 3.05240 -0.24230
N -1.29024 0.66927 -0.50843
C -2.58155 0.42617 -0.92906
C -3.27810 1.20261 -1.86721
C -4.59445 0.88372 -2.10227
C -5.16757 -0.21862 -1.46211
C -4.38520 -0.96595 -0.61103
N -3.12957 -0.62897 -0.31522
H 0.28249 8.42701 -3.43205
H 1.94126 7.90261 -3.73433
H 1.46788 8.43781 -2.12496
H -1.23593 6.60364 -3.44515
H -1.84638 4.28060 -2.83622
H 2.02820 3.68076 -1.17630
H 2.65029 6.00160 -1.77210
H -2.76560 1.99948 -2.37958
H -5.17854 1.46799 -2.80278
H -6.19622 -0.49848 -1.63987
H -4.76910 -1.85430 -0.12378
```


Computed, not measured: 2 unconnected molecules or ions with the total composition C5H11N2, with ωB97M-V with the def2-TZVPD basis set.

Its energy above the lowest of the compared OMol25 structures with the same formula, charge and spin is 117.1 kcal per mole. Its total charge is +1. For the orbital gap, the calculation gives 9.308 eV. For the total energy, the calculation gives -306.1969 Eh.

Geometry as XYZ:
```
18
C5H11N2, DFT ωB97M-V with the def2-TZVPD basis set
C 1.56141 -2.33234 -0.76979
C 0.53978 -0.13398 0.68075
C 1.36513 -0.44956 1.81504
C -2.22025 1.62777 -0.79823
C -0.89411 0.95125 -0.89237
N 0.59169 -1.63958 -0.87863
N -0.20574 0.79956 0.35075
H 2.45631 -2.20652 -0.00571
H 1.65109 -3.15989 -1.32026
H 1.55020 0.43984 2.46696
H 2.27542 -0.97750 1.31529
H 1.10027 -1.26461 2.45254
H -2.41390 2.48833 -0.24313
H -2.71900 1.77940 -1.81650
H -2.91287 0.96529 -0.22354
H -0.99748 -0.14179 -1.46707
H -0.31689 1.65422 -1.62533
H -0.41106 1.60011 0.95923
```


Computed, not measured: 5 unconnected molecules or ions with the total composition C26H51ClO8, with ωB97M-V with the def2-TZVPD basis set.

For the orbital gap, the calculation gives 8.718 eV. The SMILES is C[C@H](Cl)CC1=C(C[C@H]2CO2)C(=O)OC1=O.CCOCC.CCOCC.CCOCC.CCOCC. For the total energy, the calculation gives -2083.2583 Eh.

Geometry as XYZ:
```
86
C26H51ClO8, DFT ωB97M-V with the def2-TZVPD basis set
C 0.20939 -2.14278 3.88281
C -0.74820 -2.18393 2.69532
Cl -0.70669 -3.87006 2.02018
C -0.34994 -1.27088 1.52575
C 0.20436 0.02930 1.99918
C 1.43778 0.45378 1.73142
C 2.41254 -0.05647 0.74924
C 3.19954 -1.15224 1.46462
C 3.06301 -2.50978 0.89203
O 4.23598 -1.69464 0.76127
C 1.66243 1.52807 2.74449
O 2.67173 1.88194 3.30868
O 0.40495 2.03982 3.08994
C -0.49634 1.05043 2.83519
O -1.63444 0.99862 3.21257
H 1.14705 -1.64204 3.67135
H -0.22710 -1.67975 4.76057
H 0.46353 -3.15595 4.15681
H -1.76094 -1.99955 3.00926
H 0.41530 -1.80330 0.98585
H -1.20121 -1.11121 0.87209
H 3.13684 0.69053 0.45471
H 1.93686 -0.53061 -0.09376
H 3.27492 -1.07870 2.52744
H 2.56233 -2.64110 -0.04821
H 3.31602 -3.29733 1.57781
C 5.22851 -2.63058 5.18487
C 5.96279 -3.90621 4.80463
O 6.01741 -4.13790 3.41129
C 6.68853 -3.15074 2.64563
C 8.15394 -2.98090 3.00932
H 4.23600 -2.61234 4.72963
H 5.11910 -2.56488 6.26768
H 5.76189 -1.73954 4.85010
H 5.43576 -4.76281 5.22561
H 6.97050 -3.91606 5.23519
H 6.15504 -2.19705 2.70533
H 6.61395 -3.47950 1.60952
H 8.27805 -2.57490 4.01489
H 8.63730 -2.29567 2.31281
H 8.67022 -3.94142 2.97693
C -5.38265 4.44169 -0.12589
C -5.38345 3.10872 -0.85232
O -4.08993 2.59228 -1.10758
C -3.29663 2.32630 0.03337
C -3.88932 1.29283 0.97540
H -4.75709 5.16301 -0.65298
H -6.39628 4.83737 -0.06362
H -4.99567 4.35052 0.89085
H -5.84864 3.23489 -1.83043
H -5.98818 2.37262 -0.31023
H -3.07516 3.25620 0.56974
H -2.34450 1.95676 -0.35300
H -4.80388 1.65441 1.44840
H -3.18055 1.05323 1.76412
H -4.13984 0.37888 0.43232
C -6.43157 5.29399 -5.13623
C -7.57109 5.30437 -4.13144
O -7.34365 6.14756 -3.01837
C -7.17073 7.52257 -3.30210
C -8.37387 8.16884 -3.96782
H -5.48725 5.06559 -4.64006
H -6.61408 4.54423 -5.90641
H -6.31910 6.25946 -5.63212
H -7.69559 4.30206 -3.72044
H -8.51755 5.56218 -4.62022
H -6.26507 7.67937 -3.89894
H -6.99420 8.00072 -2.33837
H -8.54074 7.77579 -4.97204
H -8.22446 9.24535 -4.05342
H -9.27781 7.98259 -3.38662
C 1.97748 -5.25423 -4.39790
C 2.23606 -4.14395 -3.39414
O 3.02652 -4.54316 -2.29029
C 4.33368 -4.99790 -2.58882
C 5.20791 -3.95270 -3.26017
H 1.56359 -6.13110 -3.89874
H 1.27350 -4.91834 -5.15960
H 2.89280 -5.56382 -4.90451
H 1.28581 -3.81457 -2.97190
H 2.67984 -3.27130 -3.88725
H 4.29207 -5.91487 -3.18705
H 4.77473 -5.27205 -1.63034
H 4.84774 -3.70481 -4.26017
H 6.22908 -4.32159 -3.35730
H 5.21899 -3.03168 -2.67537
```


Computed, not measured: a single C4H9NO2 molecule, with ωB97M-V with the def2-TZVPD basis set.

Its energy above the lowest of the compared OMol25 structures with the same formula, charge and spin is 21.9 kcal per mole. For the orbital gap, the calculation gives 10.798 eV. The SMILES is CCNC(=O)OC. For the total energy, the calculation gives -363.0506 Eh.

Geometry as XYZ:
```
16
C4H9NO2, DFT ωB97M-V with the def2-TZVPD basis set
C 1.55668 -1.72177 -0.24643
C 0.55004 -1.19600 -1.26853
N -0.46604 -0.34452 -0.67015
C -0.38609 0.98223 -0.44007
O 0.45482 1.79188 -0.74766
O -1.56084 1.25890 0.26058
C -1.37942 1.89757 1.50813
H 1.03174 -2.20153 0.58637
H 2.23334 -2.46033 -0.69196
H 2.15879 -0.90001 0.15321
H 1.06370 -0.61678 -2.04432
H 0.04833 -2.02829 -1.77524
H -1.25983 -0.62890 -0.10301
H -2.37308 2.17647 1.86472
H -0.92054 1.21338 2.23923
H -0.75162 2.77769 1.37513
```


Number 1: molar mass 1042.8 g mol⁻¹. Number 2: molar mass 99.2 g mol⁻¹. Number 3: molar mass 527.1 g mol⁻¹. Number 4: molar mass 103.1 g mol⁻¹.